1.
A single C4H8O2 molecule in a non-equilibrium geometry, computed with ωB97M-V/def2-TZVPD.

Computed properties:
molar mass	88.106	g mol⁻¹
SMILES	CC(C)OC=O
max |F|	3.305	eV Å⁻¹
calculated total energy	-307.55611	a.u.
2S+1	1
charge	0
HOMO energy	-9.126	eV

The geometry in XYZ format:
```
14
C4H8O2, DFT ωB97M-V/def2-TZVPD
C 1.589 -0.430 -0.233
C 0.071 0.637 0.023
C -0.622 1.201 1.303
O -0.400 -0.760 -0.047
C -0.989 -1.196 -1.125
O -1.721 -0.534 -1.813
H 2.241 -0.094 0.538
H 1.588 -1.572 -0.181
H 1.851 -0.189 -1.255
H -0.380 1.219 -0.824
H -1.713 0.997 1.242
H -0.535 2.284 1.469
H -0.259 0.692 2.195
H -0.722 -2.256 -1.293
```


2.
A single C4H8O2 molecule, computed with ωB97M-V/def2-TZVPD.

Computed properties:
molar mass	88.106	g mol⁻¹
SMILES	CCCOC=O
max |F|	0.483	eV Å⁻¹
calculated total energy	-307.69074	a.u.
2S+1	1
charge	0
HOMO energy	-10.720	eV

The geometry in XYZ format:
```
14
C4H8O2, DFT ωB97M-V/def2-TZVPD
C -2.066 0.176 -0.317
C -0.800 0.571 0.441
C 0.344 -0.380 0.131
O 1.579 0.264 0.494
C 2.679 -0.244 -0.065
O 2.723 -1.201 -0.794
H -2.394 -0.837 -0.060
H -2.889 0.862 -0.093
H -1.892 0.205 -1.399
H -0.987 0.595 1.520
H -0.492 1.581 0.149
H 0.264 -1.319 0.690
H 0.381 -0.630 -0.934
H 3.550 0.356 0.236
```


3.
A single C4H8O2 molecule, computed with ωB97M-V/def2-TZVPD.

Computed properties:
molar mass	88.106	g mol⁻¹
max |F|	0.628	eV Å⁻¹
calculated total energy	-307.54183	a.u.
2S+1	1
charge	0
HOMO energy (alpha / beta)	-6.481 / -7.003	eV

The geometry in XYZ format:
```
14
C4H8O2, DFT ωB97M-V/def2-TZVPD
C -1.999 -0.351 0.376
C -0.605 0.073 0.123
O -0.320 0.828 -0.874
C 0.904 1.372 -1.061
C 1.420 -0.871 0.400
O 0.346 -0.155 1.045
H -2.031 -1.371 0.774
H -2.586 -0.300 -0.543
H -2.456 0.309 1.124
H 1.086 -1.061 -0.625
H 0.936 2.001 -1.934
H 1.420 1.644 -0.147
H 2.347 -0.296 0.434
H 1.539 -1.824 0.909
```


4.
A single C4H8O2 molecule, computed with ωB97M-V/def2-TZVPD.

Computed properties:
molar mass	88.106	g mol⁻¹
max |F|	0.325	eV Å⁻¹
calculated total energy	-307.48211	a.u.
2S+1	1
charge	0
HOMO energy (alpha / beta)	-7.741 / -7.740	eV

The geometry in XYZ format:
```
14
C4H8O2, DFT ωB97M-V/def2-TZVPD
C 1.789 -0.238 0.682
O 0.761 0.622 0.994
C 0.014 0.960 -0.018
C -0.497 -1.066 -0.621
O -1.634 -0.584 0.111
C -1.460 0.822 0.169
H 2.349 -0.499 1.578
H 0.710 -0.992 -0.078
H 2.404 0.091 -0.165
H 0.493 1.349 -0.916
H -0.545 -2.160 -0.531
H -0.559 -0.836 -1.695
H -1.828 1.194 1.132
H -1.998 1.336 -0.642
```


5.
2 unconnected molecules or ions with the total composition C4H8O2 in a non-equilibrium geometry, computed with ωB97M-V/def2-TZVPD.

Computed properties:
molar mass	88.106	g mol⁻¹
SMILES	C=CO.C=CO
max |F|	1.979	eV Å⁻¹
calculated total energy	-307.59119	a.u.
2S+1	1
charge	0
HOMO energy	-9.297	eV

The geometry in XYZ format:
```
14
C4H8O2, DFT ωB97M-V/def2-TZVPD
C -0.637 2.287 0.228
C -1.395 1.741 1.180
O -0.934 1.215 2.343
H -1.061 2.760 -0.640
H 0.282 2.643 0.703
H -2.478 1.916 1.215
H -1.663 0.776 2.757
C 1.935 -2.373 -0.985
C 0.866 -1.801 -1.511
O -0.392 -1.783 -0.899
H 2.889 -2.330 -1.494
H 1.907 -2.986 -0.091
H 0.972 -1.117 -2.350
H -0.292 -0.948 -0.456
```


6.
2 unconnected molecules or ions with the total composition C4H8O2 in a non-equilibrium geometry, computed with ωB97M-V/def2-TZVPD.

Computed properties:
molar mass	88.106	g mol⁻¹
SMILES	C=CC(=C)O.O
max |F|	3.518	eV Å⁻¹
calculated total energy	-307.60059	a.u.
2S+1	1
charge	0
HOMO energy	-8.895	eV

The geometry in XYZ format:
```
14
C4H8O2, DFT ωB97M-V/def2-TZVPD
C -0.633 -2.034 1.388
C -0.366 -1.222 0.345
C 0.973 -0.841 -0.204
C 1.241 -0.409 -1.456
O 2.111 -1.320 0.608
H 0.227 -2.423 2.045
H -1.549 -2.542 1.596
H -1.085 -0.681 -0.333
H 2.152 -0.711 -2.137
H 0.471 0.057 -2.055
H 2.850 -1.294 -0.025
O -2.427 4.617 0.254
H -1.720 4.059 0.652
H -2.244 4.743 -0.676
```


7.
A single C4H8O2 molecule, computed with ωB97M-V/def2-TZVPD.

Computed properties:
molar mass	88.106	g mol⁻¹
SMILES	CO/C=C(\C)O
max |F|	0.365	eV Å⁻¹
calculated total energy	-307.64137	a.u.
2S+1	1
charge	0
HOMO energy	-8.285	eV

The geometry in XYZ format:
```
14
C4H8O2, DFT ωB97M-V/def2-TZVPD
C 1.256 -0.490 1.820
O 0.650 0.533 1.063
C 0.684 0.315 -0.286
C -0.414 0.285 -1.042
C -1.820 0.122 -0.564
O -0.293 0.368 -2.405
H 2.246 -0.752 1.417
H 1.368 -0.117 2.843
H 0.624 -1.387 1.822
H 1.671 0.206 -0.746
H -2.446 0.994 -0.774
H -1.841 -0.076 0.508
H -2.273 -0.731 -1.083
H 0.588 0.731 -2.574
```


8.
2 unconnected molecules or ions with the total composition C4H8O2, computed with ωB97M-V/def2-TZVPD.

Computed properties:
molar mass	88.106	g mol⁻¹
SMILES	C[C@H]1O[C@@H]1C=O.[H][H]
max |F|	0.585	eV Å⁻¹
calculated total energy	-307.59128	a.u.
2S+1	1
charge	0
HOMO energy	-10.070	eV

The geometry in XYZ format:
```
14
C4H8O2, DFT ωB97M-V/def2-TZVPD
C -0.829 0.666 1.845
C -0.011 0.473 0.594
O 0.807 -0.693 0.553
C -0.337 -0.671 -0.266
C -0.232 -0.781 -1.759
O 0.667 -1.315 -2.358
H -1.304 -0.283 2.114
H -1.616 1.410 1.680
H -0.215 0.990 2.690
H 0.464 1.361 0.169
H -1.166 -1.293 0.086
H -1.131 -0.403 -2.290
H 2.556 0.624 -1.487
H 2.347 -0.084 -1.572
```


9.
A single C4H8O2 molecule, computed with ωB97M-V/def2-TZVPD.

Computed properties:
molar mass	88.106	g mol⁻¹
max |F|	0.827	eV Å⁻¹
calculated total energy	-307.58356	a.u.
2S+1	1
charge	0
HOMO energy	-9.029	eV

The geometry in XYZ format:
```
14
C4H8O2, DFT ωB97M-V/def2-TZVPD
C 1.512 -0.393 1.586
C 0.985 -0.275 0.170
O -0.440 -0.182 0.192
C -1.113 -0.221 -1.365
O -0.561 -0.893 -2.159
C -1.976 0.864 -1.110
H 1.258 0.494 2.175
H 1.084 -1.269 2.081
H 2.602 -0.497 1.573
H 1.403 0.606 -0.338
H 1.237 -1.156 -0.431
H -2.701 0.670 -0.319
H -2.379 1.374 -1.981
H -0.909 0.879 -0.074
```


10.
A single C4H8O2 molecule in a non-equilibrium geometry, computed with ωB97M-V/def2-TZVPD.

Computed properties:
molar mass	88.106	g mol⁻¹
SMILES	O=CCCCO
max |F|	4.738	eV Å⁻¹
calculated total energy	-307.62472	a.u.
2S+1	1
charge	0
HOMO energy	-9.951	eV

The geometry in XYZ format:
```
14
C4H8O2, DFT ωB97M-V/def2-TZVPD
O -1.491 -1.506 -1.653
C -1.078 -1.638 -0.569
C -0.796 -0.576 0.439
C 0.452 0.180 0.076
C 0.725 1.329 0.972
O 1.907 1.941 0.561
H -0.882 -2.695 -0.215
H -1.673 0.178 0.502
H -0.970 -0.971 1.419
H 1.280 -0.644 -0.105
H 0.108 0.426 -1.080
H 0.749 0.992 2.005
H -0.155 2.014 0.842
H 2.400 1.449 -0.137
```


11.
A single C4H8O2 molecule, computed with ωB97M-V/def2-TZVPD.

Computed properties:
molar mass	88.106	g mol⁻¹
SMILES	CO[C@H]1O[C@@H]1C
max |F|	0.502	eV Å⁻¹
calculated total energy	-307.62600	a.u.
2S+1	1
charge	0
HOMO energy	-9.583	eV

The geometry in XYZ format:
```
14
C4H8O2, DFT ωB97M-V/def2-TZVPD
C -1.872 -1.366 -0.804
O -1.150 -1.021 0.367
C 0.156 -0.579 0.272
O 0.749 -0.212 -0.950
C 0.502 0.818 0.029
C 1.637 1.482 0.770
H -2.753 -1.919 -0.458
H -2.210 -0.484 -1.361
H -1.291 -2.013 -1.463
H 0.812 -1.165 0.923
H -0.314 1.481 -0.253
H 1.204 2.187 1.493
H 2.228 0.745 1.321
H 2.303 2.048 0.114
```


12.
A single C4H8O2 molecule in a non-equilibrium geometry, computed with ωB97M-V/def2-TZVPD.

Computed properties:
molar mass	88.106	g mol⁻¹
SMILES	C[C@]1(O)C[C@H]1O
max |F|	4.634	eV Å⁻¹
calculated total energy	-307.60497	a.u.
2S+1	1
charge	0
HOMO energy	-9.101	eV

The geometry in XYZ format:
```
14
C4H8O2, DFT ωB97M-V/def2-TZVPD
C 1.537 0.066 -0.554
C 0.123 0.491 0.145
O -0.301 1.821 0.403
C -0.415 -0.476 1.098
C -1.091 -0.441 -0.243
O -2.360 0.112 -0.526
H 1.738 -0.908 -0.262
H 2.352 0.647 -0.219
H 1.455 0.084 -1.655
H -0.517 1.896 1.390
H -0.747 -0.180 1.995
H 0.290 -1.345 1.170
H -0.906 -1.207 -0.883
H -2.269 1.050 -0.540
```


13.
A single C4H8O2 molecule, computed with ωB97M-V/def2-TZVPD.

Computed properties:
molar mass	88.106	g mol⁻¹
SMILES	C[C@H](C=O)CO
max |F|	0.460	eV Å⁻¹
calculated total energy	-307.66163	a.u.
2S+1	1
charge	0
HOMO energy	-9.905	eV

The geometry in XYZ format:
```
14
C4H8O2, DFT ωB97M-V/def2-TZVPD
C 0.844 0.117 -1.061
C 0.180 -0.412 0.228
C -0.712 -1.531 -0.268
O -0.334 -2.653 -0.493
C -0.602 0.683 0.981
O -0.127 1.985 0.716
H 1.539 -0.640 -1.433
H 1.379 1.058 -0.915
H 0.088 0.310 -1.830
H 0.939 -0.867 0.876
H -1.753 -1.219 -0.512
H -1.655 0.676 0.671
H -0.589 0.486 2.063
H 0.804 2.007 0.978
```


14.
A single C4H8O2 molecule, computed with ωB97M-V/def2-TZVPD.

Computed properties:
molar mass	88.106	g mol⁻¹
max |F|	0.371	eV Å⁻¹
calculated total energy	-307.56033	a.u.
2S+1	1
charge	0
HOMO energy	-8.543	eV

The geometry in XYZ format:
```
14
C4H8O2, DFT ωB97M-V/def2-TZVPD
C -1.390 1.095 -1.047
O 0.017 0.851 -0.894
C 0.655 0.620 0.592
C 1.206 -0.700 0.349
C 0.522 -1.851 0.897
O 0.926 -3.000 0.914
H -1.770 0.425 -1.820
H -1.536 2.132 -1.354
H -1.918 0.907 -0.106
H -0.215 0.682 1.254
H 1.327 1.468 0.701
H 2.269 -0.798 0.146
H 0.406 -0.218 -0.935
H -0.498 -1.615 1.304
```


15.
A single C4H8O2 molecule in a non-equilibrium geometry, computed with ωB97M-V/def2-TZVPD.

Computed properties:
molar mass	88.106	g mol⁻¹
SMILES	O[C@H]1CCOC1
max |F|	6.249	eV Å⁻¹
calculated total energy	-307.62281	a.u.
2S+1	1
charge	0
HOMO energy	-9.329	eV

The geometry in XYZ format:
```
14
C4H8O2, DFT ωB97M-V/def2-TZVPD
O -0.278 0.116 -2.042
C -0.447 -0.513 -0.793
C 0.879 -0.671 -0.034
C 0.820 0.489 0.921
O -0.283 1.277 0.687
C -1.254 0.357 0.169
H 0.068 1.005 -1.858
H -0.922 -1.471 -1.008
H 1.718 -0.678 -0.734
H 0.910 -1.600 0.538
H 1.701 0.972 1.363
H 0.850 0.032 2.172
H -1.677 -0.235 0.995
H -2.041 0.934 -0.323
```


16.
A single C4H8O2 molecule, computed with ωB97M-V/def2-TZVPD.

Computed properties:
molar mass	88.106	g mol⁻¹
SMILES	C[C@H]1COCO1
max |F|	0.374	eV Å⁻¹
calculated total energy	-307.66411	a.u.
2S+1	1
charge	0
HOMO energy	-10.011	eV

The geometry in XYZ format:
```
14
C4H8O2, DFT ωB97M-V/def2-TZVPD
C 1.566 -0.450 0.728
C 0.262 0.301 0.494
C -0.007 0.714 -0.978
O -1.012 -0.182 -1.414
C -1.748 -0.459 -0.256
O -0.822 -0.581 0.788
H 2.404 0.233 0.901
H 1.462 -1.095 1.606
H 1.804 -1.084 -0.134
H 0.194 1.181 1.150
H -0.362 1.754 -1.043
H 0.863 0.592 -1.631
H -2.465 0.358 -0.046
H -2.277 -1.405 -0.388
```


17.
A single C4H8O2 molecule, computed with ωB97M-V/def2-TZVPD.

Computed properties:
molar mass	88.106	g mol⁻¹
SMILES	CCOC(C)=O
max |F|	0.597	eV Å⁻¹
calculated total energy	-307.69456	a.u.
2S+1	1
charge	0
HOMO energy	-10.379	eV

The geometry in XYZ format:
```
14
C4H8O2, DFT ωB97M-V/def2-TZVPD
C -2.015 -0.490 0.741
C -1.199 -0.092 -0.475
O 0.153 -0.262 -0.046
C 1.217 0.100 -0.792
C 2.316 0.463 0.174
O 1.254 0.130 -1.995
H -1.729 -1.496 1.065
H -1.801 0.199 1.565
H -3.089 -0.471 0.540
H -1.424 -0.689 -1.365
H -1.363 0.965 -0.714
H 1.892 1.166 0.896
H 3.176 0.905 -0.326
H 2.613 -0.429 0.732
```